Formula: C4H11NO2
Source: OMol25
Level of theory: ωB97M-V with the def2-TZVPD basis set

```
18
Properties=species:S:1:pos:R:3:forces:R:3:mulliken_charge:R:1
O -1.894 -1.127 -1.000 0.8016 0.4189 -0.0200 -0.455
C -2.131 -0.491 -0.010 -0.7363 -0.6455 0.3814 -0.046
C -1.278 0.635 0.574 -0.2024 0.0654 -0.3674 -0.590
C 0.086 0.152 1.055 0.4292 -0.3524 1.5635 -0.782
C 1.306 0.857 0.314 0.4077 -0.4690 -1.2551 -0.482
N 2.290 1.103 1.306 -1.9012 -0.5709 0.8860 -0.203
H -3.042 -0.762 0.557 0.0369 0.3275 0.0686 0.378
H -1.201 1.392 -0.208 0.1011 -0.0371 -0.0797 0.347
H -1.811 1.109 1.395 -0.0765 -0.0816 0.0284 0.352
H 0.227 -0.932 1.119 0.0760 0.0024 -1.0117 0.461
H 0.177 0.325 2.141 -0.2084 0.5933 -0.2007 0.479
H 1.682 0.222 -0.490 0.1155 -0.3567 0.2354 0.428
H 0.937 1.733 -0.204 0.0887 0.6091 0.5505 0.415
H 1.952 1.727 2.045 0.7056 0.4945 -0.2192 0.356
H 2.717 0.272 1.722 0.5739 0.1572 -0.4024 0.324
H 1.014 -1.881 -2.287 0.2195 0.1648 -0.1854 0.327
H 0.126 -0.906 -1.579 -0.2751 -0.0099 -0.3587 0.329
O 0.980 -0.949 -2.035 -0.1558 -0.3100 0.3867 -0.639
```
Positions in Å, forces in eV/Å.

Calculated values
* ΔE to the lowest compared entry with this formula, charge and spin: 123.14 kJ/mol
* multiplicity: 2
* HOMO (alpha / beta): -14.115 / -14.026 eV
* <S²>: 0.76
* frontier orbital gap (alpha / beta): 0.38884 / 0.19397 Eh
* LUMO level (alpha / beta): -3.535 / -8.748 eV
* charge: +1


Formula: C3H4O3Tm
Source: OMol25
Level of theory: ωB97M-V with the def2-TZVPD basis set

```
11
Properties=species:S:1:pos:R:3:forces:R:3:mulliken_charge:R:1
C 0.779 -1.557 0.235 -0.5572 -0.7458 -3.4032 -1.167
O -1.504 -0.651 -0.227 2.7891 -4.1637 -1.2658 -0.287
C -1.770 0.815 -0.057 -3.7489 2.3066 2.5980 0.588
C -0.541 -1.239 0.450 -2.1021 4.0371 3.2064 0.335
O -0.780 1.417 0.369 1.9616 -0.2720 -1.1103 -0.603
O -2.963 1.047 -0.097 2.3214 -0.4310 -0.9603 -0.488
H 1.340 -1.870 1.123 -0.3167 -1.0257 -0.5105 0.427
H 0.584 -2.092 -0.786 1.8506 0.1005 1.1284 0.366
H -0.734 -1.170 1.529 -0.5287 -0.3756 0.0655 0.334
H 3.792 1.380 -0.553 0.1337 0.0021 0.2788 -0.061
Tm 2.344 0.164 -0.512 -1.8028 0.5675 -0.0271 1.557
```
Positions in Å, forces in eV/Å.

Calculated values
* ΔE to the lowest compared entry with this formula, charge and spin: 524.52 kJ/mol
* multiplicity: 3
* HOMO (alpha / beta): -13.088 / -13.087 eV
* <S²>: 2.00
* frontier orbital gap (alpha / beta): 0.21324 / 0.19864 Eh
* LUMO level (alpha / beta): -7.286 / -7.681 eV
* charge: +1


Formula: C21H18N6O3S2V
Source: OMol25
Level of theory: ωB97M-V with the def2-TZVPD basis set

```
51
Properties=species:S:1:pos:R:3:forces:R:3:mulliken_charge:R:1
V 13.695 7.030 6.271 0.3293 -1.0106 -3.4395 0.254
C 19.375 6.935 4.532 -0.2262 1.3360 0.2984 -0.759
O 18.174 7.640 4.910 -0.9977 0.4308 -0.1066 -0.326
C 17.865 8.123 6.151 1.6040 -0.1870 0.8869 0.197
C 18.740 8.861 6.962 0.5756 -1.0456 -1.0294 -0.535
C 18.460 9.052 8.329 -1.5574 -0.3743 -0.6886 -0.702
C 17.183 8.807 8.784 1.1203 0.0780 1.7068 -0.797
C 16.170 8.279 7.975 0.1473 0.1229 -2.1459 0.355
C 14.807 8.520 8.294 -1.1172 -0.4210 1.1211 -0.185
N 13.676 7.961 7.842 3.0135 1.5677 2.0882 0.612
N 12.459 8.253 8.377 -1.5247 -0.1910 -0.1649 -0.837
C 11.574 7.357 7.919 2.7596 0.2327 -0.2605 0.536
O 11.961 6.280 7.251 0.2058 1.8529 0.3639 -0.699
C 10.187 7.727 7.996 -3.3085 -0.3284 -0.1446 0.916
C 9.616 8.411 9.113 0.6569 -0.3856 -1.7607 -0.523
C 8.264 8.742 9.144 1.5399 -0.6942 -0.1795 -0.729
C 7.405 8.204 8.228 1.3110 -1.2868 -1.2352 -0.674
C 7.910 7.510 7.119 1.2965 0.3027 -0.4088 -0.736
C 9.312 7.362 6.898 0.1039 0.5252 0.4239 0.116
C 16.534 7.889 6.648 -0.5750 1.4581 -1.0147 0.951
O 15.594 7.723 5.741 -1.2821 -1.7791 0.7159 -0.871
H 19.088 6.335 3.679 -0.0106 -0.2472 0.0438 0.254
H 19.760 6.358 5.352 0.0852 -0.4592 0.3745 0.360
H 20.144 7.643 4.208 -0.0657 -0.0271 0.0719 0.289
H 19.719 9.211 6.555 -0.8457 -0.5587 0.2919 0.350
H 19.230 9.328 9.000 0.5124 0.5437 0.4618 0.459
H 17.010 8.919 9.864 -0.1415 0.1769 -0.5202 0.351
H 14.755 9.251 9.099 -0.7445 -0.2780 0.2462 0.416
H 10.297 8.706 9.890 0.0363 0.1482 0.2675 0.479
H 7.939 9.371 9.908 -0.7136 0.6799 1.3009 0.509
H 6.374 8.161 8.379 -1.5446 0.5363 0.1460 0.470
H 7.198 7.129 6.389 0.2237 0.0401 -0.0024 0.411
H 10.042 5.730 5.690 -0.0937 0.8077 -0.7370 0.133
N 14.306 10.878 5.595 0.1392 -1.8115 -0.6138 -0.338
C 13.081 10.328 5.521 0.8348 -1.1208 -0.4540 0.504
N 12.897 9.036 5.229 -0.9846 2.0319 0.5193 -0.068
C 11.509 8.808 5.117 -0.5724 2.5240 1.1630 0.042
C 10.724 9.947 5.448 0.1479 -1.7511 -0.1239 -0.298
S 11.636 11.334 5.755 1.0328 -1.0937 -0.2795 -0.110
C 11.130 7.452 4.950 1.6741 -3.6173 0.7669 0.448
C 9.844 6.808 5.493 -0.5020 0.2697 1.3067 -0.765
S 11.475 4.042 4.603 0.3171 0.4423 -0.5559 -0.252
C 12.456 5.346 4.625 0.1205 -1.1891 1.3083 0.494
N 12.258 6.677 4.662 -2.2559 2.8671 0.0646 -0.345
N 13.878 5.183 5.020 -0.9266 0.3359 -1.0266 -0.359
H 15.106 10.382 5.155 -0.9126 0.6406 0.6981 0.254
H 14.340 11.824 5.846 0.6315 1.2509 0.2026 0.198
H 9.676 10.077 5.697 -0.0589 -0.6720 -0.5274 0.435
H 9.007 6.943 4.789 0.3529 -0.2763 0.0540 0.519
H 14.015 4.169 5.082 0.6053 0.5446 0.1032 0.281
H 14.509 5.684 4.353 -0.4158 -0.9414 0.4238 0.313
```
Positions in Å, forces in eV/Å.

Calculated values
* multiplicity: 3
* HOMO (alpha / beta): -10.449 / -10.600 eV
* <S²>: 2.02
* frontier orbital gap (alpha / beta): 0.20020 / 0.20588 Eh
* LUMO level (alpha / beta): -5.001 / -4.998 eV
* charge: +1


Formula: C7H8N2O3
Source: OMol25
Level of theory: ωB97M-V with the def2-TZVPD basis set

```
20
Properties=species:S:1:pos:R:3:forces:R:3:mulliken_charge:R:1
C -2.631 1.828 0.271 -0.1290 -1.5052 -0.3520 -0.067
C -3.396 -1.456 -0.448 2.3082 0.4989 0.4655 -0.101
C -0.828 0.578 -0.989 -2.2625 -0.8048 0.0886 0.460
C -2.377 -1.728 0.678 0.2681 -0.5040 -0.2653 -0.329
C -2.247 0.551 -0.297 1.3619 -3.1871 1.2357 1.322
C 2.147 1.063 0.396 -1.1141 -4.1178 0.0436 -1.121
C 1.353 1.386 -0.797 -0.5836 0.6256 -2.7743 -0.236
N -2.856 2.831 0.758 -0.2774 1.0241 0.3965 -0.396
N -3.157 -0.313 -0.914 -1.2978 1.9279 -0.9082 -0.556
O -0.535 -0.187 -1.838 -0.1438 -1.8900 -1.5089 -0.587
O -1.786 -0.561 1.100 -1.1647 2.6961 -1.2244 -0.548
O -0.061 1.459 -0.507 0.9878 2.8979 2.3737 -0.361
H -4.064 -2.223 -0.875 0.3030 0.7268 0.1063 0.357
H -2.920 -2.284 1.444 0.4803 -0.0171 0.4062 0.324
H -1.493 -2.217 0.243 -0.8098 -1.3482 -0.1623 0.251
H 3.014 1.639 0.390 1.8239 0.3076 0.0681 0.403
H 1.591 1.311 1.266 -0.5386 0.3355 0.8469 0.329
H 2.246 -0.087 0.402 0.6183 1.7963 0.4396 0.253
H 1.297 0.726 -1.712 1.3010 0.4340 1.1917 0.355
H 1.755 2.366 -1.086 -1.1311 0.1033 -0.4672 0.248
```
Positions in Å, forces in eV/Å.

Calculated values
* ΔE to the lowest compared entry with this formula, charge and spin: 375.66 kJ/mol
* HOMO: -10.127 eV
* frontier orbital gap: 0.36605 Eh
* LUMO level: -0.167 eV


Formula: C23H22BrCl3FIN3O3RhSi
Source: OMol25
Level of theory: ωB97M-V with the def2-TZVPD basis set

```
59
Properties=species:S:1:pos:R:3:forces:R:3:mulliken_charge:R:1
Rh -1.070 0.863 4.112 1.0734 -1.9331 -0.9376 0.453
F 0.862 2.882 -2.079 -0.0723 -0.0043 0.0279 -0.358
C 1.179 1.687 -1.535 -0.1066 0.0320 0.0470 0.639
C 0.689 1.426 -0.297 -0.0453 0.0685 0.0534 -1.095
C 0.928 0.198 0.331 -0.1439 0.0804 0.0024 0.487
C 0.405 -0.067 1.657 0.2766 -0.1851 -0.1347 2.170
O -0.323 0.827 2.192 -0.3885 0.7753 0.9393 -1.172
C 0.761 -1.305 2.219 -0.0970 0.1493 0.1973 -0.591
C 1.486 -2.200 1.478 0.1299 -0.0892 -0.1514 -0.326
N 1.903 -1.989 0.225 -0.0848 -0.0791 0.0956 0.227
C 2.596 -3.051 -0.486 0.1521 0.0267 -0.0681 -0.373
C 1.924 -3.671 -1.676 -0.1077 -0.0050 -0.0901 -0.373
C 2.067 -4.447 -0.403 -0.0195 -0.0775 0.0608 -0.938
C 1.669 -0.757 -0.370 -0.0359 0.0684 0.0220 -1.139
C 2.179 -0.462 -1.639 0.1376 -0.0711 -0.0738 -0.451
C 1.967 0.761 -2.263 0.1465 -0.0607 -0.0202 0.740
N 2.491 1.041 -3.523 -0.0989 0.0359 -0.0341 -0.041
C 3.213 0.076 -4.329 -0.1363 0.1105 0.0230 -0.470
C 2.542 -0.077 -5.689 0.0757 -0.1326 0.1267 -0.819
N 2.505 1.262 -6.376 -0.1110 -0.0353 0.0351 -0.126
C 1.811 2.284 -5.512 -0.0320 0.1412 0.1604 -0.654
C 2.521 2.343 -4.170 0.1230 0.0252 -0.0059 -0.770
C 0.371 -1.767 3.593 0.2502 0.3748 -0.3156 0.465
O 0.726 -2.850 3.977 -0.1186 -0.1593 0.1925 -0.617
O -0.367 -0.955 4.310 -0.1122 0.4323 0.8542 -0.606
H 0.099 2.181 0.205 0.0061 -0.0025 -0.0128 0.557
H 1.738 -3.151 1.929 -0.0331 -0.0246 -0.0325 0.749
H 3.671 -2.924 -0.509 -0.0042 0.0535 0.0106 0.406
H 2.530 -3.944 -2.529 0.0549 0.0021 0.0527 0.306
H 0.932 -3.315 -1.924 0.0044 0.0112 0.0507 0.241
H 2.794 -5.245 -0.360 0.0188 0.0312 0.0140 0.271
H 1.173 -4.629 0.178 -0.0140 0.0429 -0.0261 0.347
H 2.776 -1.221 -2.112 0.0121 -0.0082 -0.0085 0.510
H 3.253 -0.904 -3.872 -0.0176 -0.0455 0.0100 0.281
H 4.249 0.413 -4.466 0.0297 -0.0662 0.0338 0.264
H 1.512 -0.406 -5.567 -0.0336 0.0413 -0.0677 0.358
H 3.075 -0.785 -6.320 0.0320 0.0873 -0.0892 0.437
H 2.044 1.185 -7.284 0.0040 -0.0025 0.0063 0.355
H 3.463 1.576 -6.555 -0.0164 -0.0093 -0.0429 0.388
H 0.779 1.962 -5.389 -0.0058 -0.0534 -0.0713 0.359
H 1.829 3.248 -6.016 0.0848 -0.0429 -0.1066 0.430
H 2.065 3.119 -3.572 0.0449 -0.0576 -0.0404 0.460
H 3.568 2.637 -4.332 0.0041 0.0228 0.0258 0.322
Br -6.369 3.760 4.087 -0.0505 -0.0611 0.0099 -0.154
C -6.491 1.887 4.261 0.0493 0.1417 -0.0360 -0.223
C -7.745 1.309 4.400 -0.0086 -0.0700 0.0128 -0.348
C -7.871 -0.066 4.527 -0.0534 0.0852 -0.0078 -0.567
C -6.751 -0.880 4.512 0.0271 -0.0640 0.0121 -0.579
C -5.489 -0.322 4.376 -0.0243 -0.0588 0.0003 -0.418
C -5.386 1.050 4.252 0.4372 -0.3015 0.0054 0.669
I -3.468 1.947 4.075 -0.8631 1.4648 0.1796 0.587
H -8.616 1.950 4.410 -0.0126 -0.0166 0.0028 0.406
H -8.857 -0.498 4.639 0.0084 -0.0041 -0.0052 0.385
H -6.850 -1.952 4.612 -0.0007 0.0036 0.0074 0.390
H -4.607 -0.946 4.372 -0.0078 -0.0115 0.0031 0.370
Cl -0.776 4.178 5.381 -0.0246 -0.0263 -0.0359 -0.178
Si 0.204 2.410 5.364 -0.1893 -0.3759 -0.8100 0.708
Cl 1.893 2.543 4.253 0.0541 -0.0019 0.0234 -0.203
Cl 0.595 1.780 7.225 -0.1669 -0.1717 -0.0741 -0.148
```
Positions in Å, forces in eV/Å.

Calculated values
* ΔE to the lowest compared entry with this formula, charge and spin: 207.61 kJ/mol
* HOMO (alpha / beta): -13.155 / -13.153 eV
* frontier orbital gap (alpha / beta): 0.24721 / 0.24504 Eh
* LUMO level (alpha / beta): -6.428 / -6.485 eV
* charge: +2


Formula: C10H13NO4
Source: OMol25
Level of theory: ωB97M-V with the def2-TZVPD basis set

```
28
Properties=species:S:1:pos:R:3:forces:R:3:mulliken_charge:R:1
C 0.506 -0.824 -1.730 1.4168 -2.0365 -0.7635 -1.118
C 0.340 -0.105 -0.632 0.1529 0.9416 -0.1581 0.820
C 1.454 0.785 -0.134 -2.4089 -0.7249 1.9619 -1.794
C -1.027 0.099 0.009 0.5347 0.3340 -1.4394 2.298
C -1.576 1.301 -0.672 -2.2340 -0.7296 -1.1649 -2.091
C -0.963 0.227 1.521 2.3656 0.4273 -0.2517 -1.052
C -0.164 -1.031 2.073 1.2999 1.6940 1.0794 -0.718
C 0.079 -2.091 1.071 -1.8281 0.3254 0.6650 -0.054
N 1.228 -2.716 1.002 -1.7067 0.3344 -2.2729 0.781
O 2.185 -2.498 1.679 1.5863 -0.2396 0.8749 -0.685
O 1.418 -3.440 -0.183 -0.0765 -0.9166 0.4668 -0.506
C -1.017 -2.340 0.149 0.6430 -0.8476 -1.4431 0.357
O -1.157 -3.397 -0.441 -0.2836 -0.3360 -0.0968 -0.685
C -1.807 -1.106 -0.349 -2.4783 -1.1849 2.0945 -0.236
O -2.971 -1.203 -0.701 1.9503 0.3059 -0.0735 -0.560
H 1.522 -0.896 -2.141 -0.3170 0.4338 0.0218 0.289
H -0.056 -1.701 -2.131 -0.4084 1.3301 0.4153 0.300
H 2.271 0.714 -0.731 2.2444 0.3417 -2.1314 0.576
H 1.822 0.431 0.820 -0.0552 -0.2682 0.5132 0.331
H 1.085 1.777 0.074 0.2159 0.5523 -0.3533 0.286
H -0.910 2.063 -0.645 2.2230 2.5131 0.4022 0.518
H -2.498 1.696 -0.252 -0.2891 -0.3056 -0.0217 0.390
H -1.673 1.119 -1.756 -0.4402 -0.1520 0.4835 0.433
H -1.959 0.425 1.867 -0.4184 -0.3310 0.6405 0.544
H -0.331 1.181 1.717 -1.1477 -1.5919 -0.0858 0.260
H 0.850 -0.682 2.402 -0.7724 -0.1411 -0.3208 0.356
H -0.563 -1.411 2.996 -0.5874 -0.2763 0.3559 0.485
H 0.508 -3.794 -0.461 0.8193 0.5480 0.6019 0.473
```
Positions in Å, forces in eV/Å.

Calculated values
* ΔE to the lowest compared entry with this formula, charge and spin: 494.14 kJ/mol
* HOMO (alpha / beta): -9.080 / -9.081 eV
* frontier orbital gap (alpha / beta): 0.29861 / 0.29863 Eh
* SMILES string: C=C(C)[C@]1(C)CC/C(=[N+](\[O-])O)C(=O)C1=O
* LUMO level (alpha / beta): -0.955 / -0.955 eV


Repeat the sixth record exactly.
Formula: C10H13NO4
Source: OMol25
Level of theory: ωB97M-V with the def2-TZVPD basis set

```
28
Properties=species:S:1:pos:R:3:forces:R:3:mulliken_charge:R:1
C 0.506 -0.824 -1.730 1.4168 -2.0365 -0.7635 -1.118
C 0.340 -0.105 -0.632 0.1529 0.9416 -0.1581 0.820
C 1.454 0.785 -0.134 -2.4089 -0.7249 1.9619 -1.794
C -1.027 0.099 0.009 0.5347 0.3340 -1.4394 2.298
C -1.576 1.301 -0.672 -2.2340 -0.7296 -1.1649 -2.091
C -0.963 0.227 1.521 2.3656 0.4273 -0.2517 -1.052
C -0.164 -1.031 2.073 1.2999 1.6940 1.0794 -0.718
C 0.079 -2.091 1.071 -1.8281 0.3254 0.6650 -0.054
N 1.228 -2.716 1.002 -1.7067 0.3344 -2.2729 0.781
O 2.185 -2.498 1.679 1.5863 -0.2396 0.8749 -0.685
O 1.418 -3.440 -0.183 -0.0765 -0.9166 0.4668 -0.506
C -1.017 -2.340 0.149 0.6430 -0.8476 -1.4431 0.357
O -1.157 -3.397 -0.441 -0.2836 -0.3360 -0.0968 -0.685
C -1.807 -1.106 -0.349 -2.4783 -1.1849 2.0945 -0.236
O -2.971 -1.203 -0.701 1.9503 0.3059 -0.0735 -0.560
H 1.522 -0.896 -2.141 -0.3170 0.4338 0.0218 0.289
H -0.056 -1.701 -2.131 -0.4084 1.3301 0.4153 0.300
H 2.271 0.714 -0.731 2.2444 0.3417 -2.1314 0.576
H 1.822 0.431 0.820 -0.0552 -0.2682 0.5132 0.331
H 1.085 1.777 0.074 0.2159 0.5523 -0.3533 0.286
H -0.910 2.063 -0.645 2.2230 2.5131 0.4022 0.518
H -2.498 1.696 -0.252 -0.2891 -0.3056 -0.0217 0.390
H -1.673 1.119 -1.756 -0.4402 -0.1520 0.4835 0.433
H -1.959 0.425 1.867 -0.4184 -0.3310 0.6405 0.544
H -0.331 1.181 1.717 -1.1477 -1.5919 -0.0858 0.260
H 0.850 -0.682 2.402 -0.7724 -0.1411 -0.3208 0.356
H -0.563 -1.411 2.996 -0.5874 -0.2763 0.3559 0.485
H 0.508 -3.794 -0.461 0.8193 0.5480 0.6019 0.473
```
Positions in Å, forces in eV/Å.

Calculated values
* ΔE to the lowest compared entry with this formula, charge and spin: 494.14 kJ/mol
* HOMO (alpha / beta): -9.080 / -9.081 eV
* frontier orbital gap (alpha / beta): 0.29861 / 0.29863 Eh
* SMILES string: C=C(C)[C@]1(C)CC/C(=[N+](\[O-])O)C(=O)C1=O
* LUMO level (alpha / beta): -0.955 / -0.955 eV